No. 1
Formula: C26H26O6S
Source: the OMol25 dataset
Level of theory: ωB97M-V/def2-TZVPD

The geometry in ORCA input format:
```
! RIJCOSX wB97M-V def2-TZVPD def2/J DEFGRID3
* xyz 0 1
C 5.83339 2.54767 2.57187
O 5.47867 1.15980 2.75872
C 4.18413 0.77588 2.61375
C 3.90117 -0.58144 2.91854
C 2.60931 -1.03041 2.95756
C 1.51309 -0.17045 2.63552
C 0.19095 -0.67093 2.74661
C -0.99930 0.09270 2.81893
C -2.23530 -0.56173 2.53084
C -3.40394 0.16747 2.51025
C -3.37931 1.55492 2.80369
O -4.60431 2.14366 2.79114
C -5.58947 1.08989 2.45876
C -4.82702 -0.22679 2.26974
C -2.18679 2.22068 3.13385
C -1.03291 1.47995 3.19634
C 1.83409 1.14487 2.17943
C 3.12752 1.63160 2.20822
H 6.90790 2.56267 2.76738
H 5.63052 2.87239 1.54239
H 5.30680 3.19477 3.28817
H 4.74475 -1.23297 3.14309
H 2.39332 -2.05891 3.25463
H 0.07670 -1.75328 2.75670
H -2.24638 -1.62983 2.30460
H -6.31216 1.04125 3.28271
H -6.11066 1.40569 1.54694
H -4.97687 -0.62715 1.26120
H -5.16798 -0.98453 2.98516
H -2.23138 3.28624 3.33447
H -0.11485 1.95984 3.53610
H 1.03999 1.79162 1.80346
H 3.33433 2.67023 1.93669
C 4.33460 -4.31448 5.43031
C 3.44455 -5.22108 4.62330
O 2.15236 -4.58769 4.53584
C 1.30347 -5.30038 3.71819
C -0.03336 -4.78105 3.90485
S -1.39782 -5.36192 3.07563
C -2.68878 -5.48181 4.33264
C -2.80047 -6.63927 5.10989
C -3.74592 -6.69398 6.13980
C -4.60734 -5.61455 6.36170
C -4.53412 -4.48657 5.53937
C -3.58581 -4.42534 4.51077
O -1.87877 -4.34497 2.16220
O -1.21597 -6.72893 2.66033
O 1.70280 -6.19963 2.99319
H 5.32936 -4.75995 5.52246
H 4.43188 -3.33721 4.94336
H 3.91674 -4.17991 6.43466
H 3.85260 -5.38200 3.61724
H 3.33602 -6.19454 5.12213
H -0.17420 -3.92894 4.55204
H -2.15502 -7.49371 4.90697
H -3.80051 -7.58643 6.76296
H -5.33752 -5.65311 7.17348
H -5.21005 -3.64419 5.68500
H -3.54653 -3.56502 3.84278
*
```

## Properties
LUMO energy = -2.83 eV
ΔE to the lowest compared entry with this formula, charge and spin = 0.0 kJ/mol
highest occupied orbital energy = -0.22491 Eh

No. 2
Formula: C3H9NO3
Source: the OMol25 dataset
Level of theory: ωB97M-V/def2-TZVPD

The geometry in ORCA input format:
```
! RIJCOSX wB97M-V def2-TZVPD def2/J DEFGRID3
* xyz 0 1
N 1.01447 -0.81800 2.06130
C 1.23602 0.26887 1.27714
O 1.67287 1.33700 1.67039
C 0.91348 0.13774 -0.18172
C 0.22358 1.39151 -0.71962
O 0.18871 1.44802 -2.14249
H 1.61902 -1.24045 2.73093
H 0.22978 -1.40891 1.83938
H 0.33202 -0.76475 -0.39193
H 1.88012 -0.03577 -0.67336
H 0.80444 2.17587 -0.24274
H -0.82972 1.48493 -0.44199
H 0.48645 2.26835 -2.48301
O -3.38810 -1.72096 -0.84149
H -2.93673 -2.30252 -1.44912
H -3.44641 -2.22092 -0.01167
*
```

## Properties
LUMO energy = 0.49 eV
ΔE to the lowest compared entry with this formula, charge and spin = 136.7 kJ/mol
highest occupied orbital energy = -0.36711 Eh
SMILES = NC(=O)CCO.O

No. 3
Formula: C28H74BMnO14
Source: the OMol25 dataset
Level of theory: ωB97M-V/def2-TZVPD

The geometry in ORCA input format:
```
! RIJCOSX wB97M-V def2-TZVPD def2/J DEFGRID3
* xyz -1 6
Mn 3.20511 1.11509 -0.22072
C -0.76411 0.64257 -0.94896
C -0.00570 0.34033 0.33882
O 1.34063 0.53919 0.22452
H -0.68362 1.71722 -1.14046
H -1.83930 0.45722 -0.82667
H -0.37511 0.15595 -1.84442
H -0.28818 -0.66906 0.70659
H -0.43536 1.03441 1.09657
C -0.67370 5.16565 -1.59754
C 0.67474 5.76014 -1.98341
O 1.06584 5.53609 -3.23910
H -0.62010 4.08005 -1.73605
H -1.45282 5.52597 -2.27923
H -0.96025 5.41042 -0.56241
H 1.48368 5.37608 -1.29055
H 0.66265 6.87091 -1.75438
B 3.00097 2.29252 -2.21273
H 2.00485 2.96332 -2.33105
H 3.64649 2.42968 -3.23153
H 3.57576 2.71358 -1.25421
H 2.66209 1.14815 -2.18729
C -3.55230 -0.00689 2.53635
O -4.29338 0.63544 3.56839
C -3.83788 0.29262 4.85399
C -4.42025 1.24655 5.87206
O -3.80050 2.51647 5.82864
C -4.48150 3.46442 5.03433
H -3.91579 0.43693 1.61513
H -3.70146 -1.09376 2.48679
H -2.49532 0.16225 2.76339
H -2.74289 0.29384 4.91065
H -4.19017 -0.72754 5.09138
H -4.25924 0.81543 6.86460
H -5.49531 1.37388 5.71314
H -4.07402 4.44950 5.25849
H -5.54846 3.54255 5.29002
H -4.38677 3.20670 3.97932
C -2.22234 -3.41077 4.28170
O -1.04705 -2.72622 3.92585
C -0.75725 -2.70693 2.53843
C -0.51183 -4.03199 1.88313
O -1.70797 -4.74088 1.66019
C -1.48784 -6.11664 1.43812
H -2.09874 -4.46897 4.03580
H -3.14697 -3.00309 3.86215
H -2.38171 -3.40188 5.36442
H 0.18607 -2.15813 2.50103
H -1.46967 -2.15395 1.91445
H 0.22582 -4.61613 2.45742
H 0.01529 -3.81749 0.93656
H -2.44398 -6.54867 1.13942
H -1.13681 -6.60956 2.34878
H -0.81070 -6.26920 0.59032
C 3.21460 -1.17787 1.95506
O 3.95304 -0.06385 1.47144
C 4.28839 0.85356 2.51907
C 3.37464 2.05767 2.48695
O 3.31888 2.63431 1.20819
C 2.51374 3.83040 1.14675
H 3.83948 -1.78589 2.61984
H 2.89886 -1.77188 1.10038
H 2.31576 -0.88432 2.50176
H 5.34275 1.10880 2.37567
H 4.27907 0.40121 3.51448
H 3.61585 2.78092 3.28033
H 2.36455 1.73847 2.79898
H 1.47061 3.55655 1.30750
H 2.60935 4.21003 0.13165
H 2.88261 4.56690 1.86084
C -0.25720 -3.22655 -2.76209
O 0.78349 -4.04764 -2.27963
C 0.48715 -5.42084 -2.31998
C 1.37911 -6.21665 -1.38976
O 2.46513 -6.84397 -2.04278
C 3.45757 -5.91582 -2.43104
H -0.67504 -3.58201 -3.70831
H 0.15436 -2.22639 -2.89474
H -1.05102 -3.11829 -2.01191
H 0.68225 -5.77021 -3.34917
H -0.57604 -5.63873 -2.15195
H 0.81931 -6.98907 -0.86467
H 1.79357 -5.53760 -0.62541
H 4.22157 -6.46405 -2.97634
H 3.86575 -5.39574 -1.55689
H 3.04058 -5.16386 -3.11285
C 3.16208 -1.46713 -1.99907
O 4.05904 -0.56845 -1.36788
C 5.39048 -0.96198 -1.21475
C 6.27493 0.27108 -1.01433
O 5.59183 1.25268 -0.26162
C 6.39815 2.36960 0.04556
H 3.13243 -1.32836 -3.08419
H 2.16335 -1.22791 -1.63577
H 3.42065 -2.50964 -1.79233
H 5.79409 -1.55581 -2.04322
H 5.46765 -1.62762 -0.33875
H 6.55397 0.71315 -1.97447
H 7.14049 -0.05517 -0.42292
H 6.87951 2.76933 -0.84870
H 7.16070 2.08379 0.78319
H 5.71793 3.09258 0.48911
C -3.22652 3.02753 -2.61458
O -3.97322 1.88868 -3.06061
C -5.36467 2.04007 -2.97875
C -5.95683 2.99067 -4.01306
O -5.91165 2.41997 -5.29929
C -7.04271 2.69617 -6.08019
H -2.45367 3.22299 -3.35051
H -2.81753 2.83511 -1.62192
H -3.85951 3.91204 -2.49875
H -5.73445 2.29878 -1.97827
H -5.73665 1.04743 -3.26031
H -5.36503 3.91672 -4.02473
H -6.96774 3.25713 -3.67645
H -7.21189 3.77543 -6.17735
H -7.93611 2.19806 -5.68116
H -6.85538 2.29218 -7.07554
*
```

## Properties
LUMO energy (spin up / spin down) = 1.81 / 1.81 eV
highest occupied orbital energy (spin up / spin down) = -0.05935 / -0.05933 Eh

No. 4
Formula: C9H26CrFN2O3
Source: the OMol25 dataset
Level of theory: ωB97M-V/def2-TZVPD

The geometry in ORCA input format:
```
! RIJCOSX wB97M-V def2-TZVPD def2/J DEFGRID3
* xyz 2 6
Cr 1.45678 1.64196 -2.45797
F 0.87829 0.78451 -0.64489
C 2.97691 -2.56793 -3.18737
C 2.84239 -1.10750 -2.65179
C 4.04840 -0.14212 -2.63622
O 3.78820 1.07430 -1.99334
C 4.87325 1.91156 -1.63517
N 1.79927 -0.47620 -3.41269
H 3.70185 -2.98593 -2.48890
H 3.19134 -2.67542 -4.25064
H 1.98433 -2.98857 -3.02629
H 2.39145 -1.11585 -1.65948
H 4.31813 0.08815 -3.66692
H 4.80707 -0.63321 -2.02683
H 5.32900 1.79591 -0.65180
H 4.71097 2.97262 -1.82464
H 5.71801 1.61538 -2.25708
H 1.06500 -1.16967 -3.41816
H 2.32432 -0.72558 -4.23865
C -4.26643 -1.41410 4.24639
C -3.04889 -1.32664 3.35854
C -3.31553 -0.64633 1.95338
O -2.21251 -0.51215 1.05548
C -2.55632 0.12839 -0.24003
N -1.98631 -0.58480 4.08895
H -4.04794 -1.88058 5.20700
H -4.96771 -2.00969 3.66196
H -4.74908 -0.45332 4.42539
H -2.65460 -2.30704 3.09127
H -3.93096 0.23863 2.11524
H -3.95904 -1.38125 1.46976
H -1.59509 0.25026 -0.73933
H -3.10400 1.06793 -0.16656
H -3.03603 -0.62887 -0.86013
H -2.54120 0.10596 4.57377
H -1.80311 -1.10775 4.93338
C -1.34612 2.99057 0.62831
O -1.44993 2.04895 1.78373
H -0.55459 3.70294 0.86094
H -0.94625 2.39604 -0.19311
H -2.28086 3.48802 0.36965
H -1.85244 2.53841 2.50485
*
```

## Properties
LUMO energy (spin up / spin down) = -8.16 / -10.28 eV
highest occupied orbital energy (spin up / spin down) = -0.55441 / -0.54834 Eh